Entry 1:
Density functional theory data (ωB97M-V with the def2-TZVPD basis set) for a molecular structure, C18H20AuBrN2OS2.

Values from the calculation:
**Total charge**: 0
**E_LUMO (spin up / spin down)**: -0.27 / -2.74 eV
**DFT total energy**: -119421.7021 eV
**ΔE to the lowest compared entry with this formula, charge and spin**: 0.0 kcal/mol
**<S²>**: 2.0592
**Frontier orbital gap (spin up / spin down)**: 7.9 / 5.5 eV
**F_max**: 0.272 eV Å⁻¹
**Spin multiplicity**: 3

Geometry (Å):
Au  -1.3958  2.7441  2.9117
S  -3.2597  4.0942  3.2870
C  -4.4536  2.9224  3.4838
C  -5.7846  3.4367  3.6349
N  -6.8509  3.8519  3.7466
C  -4.2824  1.5140  3.5215
S  -2.8425  0.6656  3.4202
C  -5.4699  0.7188  3.6785
N  -6.4104  0.0664  3.7858
C  4.7079  -0.5669  -0.6428
C  3.4841  -1.4630  -0.3934
C  3.6999  -2.2824  0.8892
C  3.3436  -2.4303  -1.5689
C  2.2558  -0.5845  -0.2157
C  2.2460  0.3611  0.8344
C  1.1621  1.1527  1.0155
Br  1.1670  2.4355  2.4111
C  -0.0207  1.0979  0.1666
O  -0.9811  1.8551  0.3635
C  0.0036  0.1002  -0.9022
C  1.1274  -0.6822  -1.0449
C  -1.2163  -0.0502  -1.7999
C  -1.0167  -1.1507  -2.8448
C  -2.4386  -0.4269  -0.9427
C  -1.4815  1.2687  -2.5469
H  5.5947  -1.1878  -0.7804
H  4.9005  0.1050  0.1941
H  4.5719  0.0379  -1.5409
H  4.5773  -2.9207  0.7722
H  2.8381  -2.9197  1.0938
H  3.8657  -1.6455  1.7586
H  4.2515  -3.0288  -1.6498
H  3.2101  -1.9027  -2.5151
H  2.5067  -3.1170  -1.4311
H  3.0992  0.4498  1.4929
H  1.1436  -1.4144  -1.8353
H  -0.8629  -2.1290  -2.3844
H  -0.1757  -0.9376  -3.5084
H  -1.9133  -1.2160  -3.4614
H  -2.2587  -1.3572  -0.3996
H  -3.2998  -0.5808  -1.5955
H  -2.6835  0.3535  -0.2269
H  -0.6154  1.5527  -3.1489
H  -1.7143  2.0782  -1.8604
H  -2.3285  1.1320  -3.2217

These are the Mulliken partial charges, in e, on atoms 1 to 5: Au 0.394; S -0.347; C 0.570; C -0.113; N -0.377

---

Entry 2:
Density functional theory data (ωB97M-V with the def2-TZVPD basis set) for 6 unconnected molecules or ions with the total composition C18H51N3O6.

Values from the calculation:
**Total charge**: 0
**E_LUMO**: 0.62 eV
**Structure (SMILES)**: COC[C@H](C)N.COC[C@H](C)N.COC[C@H](C)N.CCO.CCO.CCO
**DFT total energy**: -36245.6797 eV
**ΔE to the lowest compared entry with this formula, charge and spin**: 6.1 kcal/mol
**Frontier orbital gap**: 9.1 eV
**F_max**: 2.033 eV Å⁻¹
**Spin multiplicity**: 1

Geometry (Å):
C  9.0677  19.3375  -2.6446
O  7.8956  20.1054  -2.5924
C  8.1376  21.4929  -2.4073
C  6.8139  22.1692  -2.1150
C  5.8671  22.1120  -3.2963
N  7.0228  23.5796  -1.7393
H  8.8406  18.3918  -3.1454
H  9.4500  19.1113  -1.6440
H  9.8415  19.8019  -3.2704
H  8.8281  21.6291  -1.5641
H  8.5794  21.8969  -3.3291
H  6.3430  21.7139  -1.2404
H  5.4373  21.1154  -3.3910
H  6.3855  22.3716  -4.2222
H  5.0397  22.8011  -3.1221
H  7.8110  23.6842  -1.1131
H  7.1780  24.1499  -2.5626
C  -1.2735  22.8308  1.2179
O  -1.5628  22.4390  -0.1037
C  -0.6014  22.7939  -1.0864
C  0.8642  22.5409  -0.7226
C  1.7817  22.9681  -1.8399
N  1.0822  21.1050  -0.4304
H  -0.4432  22.2635  1.6501
H  -2.1396  22.5610  1.8248
H  -1.1136  23.9108  1.2868
H  -0.8232  22.2010  -1.9766
H  -0.7537  23.8565  -1.3394
H  1.1038  23.0970  0.1829
H  1.8610  24.0577  -1.9001
H  1.4600  22.6490  -2.8359
H  2.7934  22.5940  -1.6722
H  0.2454  20.7417  0.0197
H  1.1178  20.6233  -1.3281
C  7.9981  17.6563  1.1244
O  6.7440  18.1796  1.4529
C  6.0239  18.5881  0.3064
C  4.6945  19.1334  0.7648
C  3.7111  18.0612  1.3001
N  4.1467  20.0337  -0.2518
H  8.6476  18.3959  0.6318
H  7.8935  16.7997  0.4423
H  8.5006  17.3392  2.0353
H  6.5569  19.4015  -0.2025
H  5.9283  17.7262  -0.3714
H  4.9181  19.7989  1.6046
H  2.7926  18.1549  0.7198
H  3.4592  18.2491  2.3416
H  4.1561  17.0722  1.1859
H  4.0099  19.5727  -1.1438
H  3.2720  20.4623  0.0245
C  9.3581  18.1035  4.9279
C  10.4208  18.4393  5.9609
O  10.7618  19.8170  5.9430
H  9.6657  18.3510  3.9133
H  8.4250  18.6599  5.0895
H  9.0362  17.0604  4.9903
H  11.3496  17.9435  5.6753
H  10.1337  18.0843  6.9539
H  9.9690  20.3238  6.1461
C  3.5660  16.9189  -2.3484
C  3.7518  17.9769  -3.3764
O  2.6850  18.9608  -3.2979
H  4.2336  17.0071  -1.4928
H  3.6523  15.8922  -2.7180
H  2.5519  16.9041  -1.9438
H  3.7360  17.5964  -4.4048
H  4.6929  18.5333  -3.3601
H  2.1789  18.9253  -4.1123
C  5.2798  14.3968  0.3028
C  5.2276  13.1212  -0.4837
O  6.4281  13.0632  -1.2703
H  4.5370  14.4240  1.1032
H  5.1027  15.2688  -0.3282
H  6.2567  14.5646  0.7586
H  4.3405  13.1006  -1.1235
H  5.2276  12.2255  0.1432
H  6.2957  12.5046  -2.0399

These are the Mulliken partial charges, in e, on atoms 1 to 5: C -0.834; O -0.108; C -0.973; C 1.299; C -1.263

---

Entry 3:
Density functional theory data (ωB97M-V with the def2-TZVPD basis set) for 19 unconnected molecules or ions with the total composition C40H116F6N10O18P.

Values from the calculation:
**Total charge**: -1
**E_LUMO**: 1.72 eV
**DFT total energy**: -120723.0522 eV
**Frontier orbital gap**: 9.3 eV
**F_max**: 6.607 eV Å⁻¹
**Spin multiplicity**: 1

Geometry (Å):
P  14.6378  13.2559  18.0573
F  14.6286  14.8157  18.3098
F  13.6573  13.5144  16.7544
F  15.9808  13.3860  17.1626
F  14.6914  11.6561  17.6989
F  15.5838  12.9506  19.3491
F  13.3749  12.9503  19.0357
C  20.3013  15.9399  18.1173
C  20.1358  15.1866  19.4491
C  20.0611  13.6727  19.3272
O  21.1137  15.5092  20.4307
H  20.3473  16.9978  18.4016
H  19.4122  15.7976  17.4715
H  21.2558  15.6861  17.6429
H  19.1689  15.5391  19.8599
H  19.7237  13.2576  20.2822
H  21.0165  13.1704  19.0702
H  19.3623  13.2646  18.5688
H  20.7840  16.1956  21.0362
C  10.3761  14.1218  19.8750
C  9.7239  15.4947  19.9133
C  10.5802  16.6963  19.6207
O  8.6496  15.5443  18.9539
H  10.8765  13.8881  20.8211
H  11.0563  14.0349  19.0451
H  9.6117  13.3446  19.7393
H  9.4118  15.6101  20.9448
H  11.4812  16.6215  20.2242
H  10.0534  17.6166  19.6734
H  11.0267  16.7821  18.6291
H  8.0140  14.8330  19.1201
C  18.6968  9.9901  13.6423
C  19.8734  10.5138  12.7918
C  21.2643  10.1214  13.3790
O  19.7191  10.0911  11.4762
H  18.8337  10.3326  14.6602
H  18.7038  8.9154  13.7029
H  17.7064  10.2567  13.2146
H  19.8492  11.6095  12.9265
H  22.0941  10.6819  12.9283
H  21.5683  9.0869  13.2540
H  21.2806  10.1687  14.4863
H  19.5906  10.8971  10.9871
C  12.4289  19.6923  18.8617
C  13.8044  19.7934  18.1486
C  14.3615  18.4270  17.8629
O  13.6357  20.4506  16.9229
H  12.5906  19.1137  19.7890
H  11.7642  19.1907  18.1491
H  11.9307  20.6047  19.1279
H  14.5069  20.3618  18.7879
H  15.2372  18.5133  17.1986
H  13.6033  17.8644  17.3063
H  14.6121  17.9286  18.7885
H  13.6606  21.4089  17.0803
C  12.3544  11.3071  22.0364
C  11.6685  10.8474  20.7605
C  12.5267  9.8546  20.0433
O  10.4155  10.3257  21.2608
H  12.4176  10.4229  22.6677
H  11.8677  12.1255  22.5847
H  13.3624  11.7094  21.8236
H  11.4502  11.7429  20.1626
H  12.8661  8.9985  20.6470
H  13.4008  10.3794  19.6977
H  12.1058  9.3683  19.1286
H  9.8055  10.2053  20.5211
C  19.0748  19.5415  13.8462
C  17.8750  18.7602  13.2130
C  17.1473  17.8251  14.2560
O  17.0273  19.7558  12.7276
H  19.6729  18.7925  14.3958
H  18.7078  20.1057  14.7049
H  19.5202  20.0841  13.0559
H  18.1984  18.0785  12.4217
H  16.2324  17.3228  13.8678
H  16.9080  18.4228  15.1433
H  17.8718  17.0559  14.5205
H  16.1569  19.7005  13.1067
C  20.9513  16.1838  13.9088
C  20.7532  14.6231  13.7897
C  20.4041  13.8052  15.0308
O  19.8369  14.3483  12.7916
H  21.4589  16.6337  13.0662
H  21.4172  16.5033  14.8275
H  20.0048  16.7476  13.9095
H  21.7285  14.2904  13.4319
H  20.3848  12.7389  14.7699
H  19.4554  14.1202  15.4756
H  21.1758  13.8537  15.8366
H  19.0063  13.9639  13.1054
C  15.0916  13.4464  24.1722
C  15.7280  13.6483  25.5485
C  15.6605  15.1334  25.9299
O  15.0753  12.8393  26.4984
H  14.0565  13.7717  24.2028
H  15.0273  12.3826  23.8832
H  15.6456  14.0224  23.4217
H  16.7312  13.1972  25.5085
H  15.9528  15.7406  25.0563
H  16.3790  15.4298  26.6847
H  14.6018  15.3827  26.1096
H  14.9206  13.2044  27.3648
C  8.9402  9.6972  16.4359
C  9.8106  10.4442  17.4666
C  10.5065  11.7236  16.9527
O  9.1724  10.7621  18.6796
H  9.4487  8.9278  15.8691
H  8.5901  10.3443  15.6331
H  8.1086  9.1589  16.9023
H  10.5954  9.7286  17.6899
H  10.9336  11.6176  15.9278
H  11.3439  11.9411  17.6302
H  9.7650  12.5162  16.9312
H  8.2223  10.7858  18.5213
C  14.8356  16.0456  21.4449
C  16.2718  15.6961  21.3177
O  17.0207  16.1455  22.4365
H  14.3965  15.6572  22.3842
H  14.2325  15.6328  20.6313
H  14.8639  17.1257  21.5584
H  16.7010  16.1561  20.4232
H  16.3533  14.6229  21.1371
H  17.9477  16.0504  22.2355
C  17.6829  10.5679  20.5693
C  17.0804  10.1221  19.2743
O  17.6012  10.8504  18.1116
H  17.3807  11.6003  20.7013
H  18.7787  10.5166  20.6758
H  17.2052  10.0260  21.3917
H  16.0226  10.2720  19.3204
H  17.2721  9.0690  19.0109
H  16.9544  11.5233  17.8738
C  14.7090  8.1320  16.9041
C  14.4609  8.6671  15.4854
O  13.4513  9.6392  15.4508
H  15.4640  7.3643  16.8849
H  13.8025  7.7718  17.4141
H  15.0111  8.9758  17.5689
H  14.1431  7.8939  14.7969
H  15.4200  9.0622  15.1155
H  13.7282  10.3103  16.1229
C  22.3284  9.8030  17.3789
C  20.9095  10.3806  17.4268
O  19.9872  9.5100  16.7070
H  22.4206  9.0790  16.5547
H  22.5296  9.2765  18.3193
H  23.0667  10.5749  17.2166
H  20.7888  11.3852  16.9771
H  20.5188  10.4535  18.4590
H  19.0807  9.7634  16.9181
C  9.9029  17.0627  15.8367
O  10.4695  17.6349  14.9527
N  10.1187  15.8211  16.1780
N  9.1212  17.8308  16.6494
H  10.8689  15.3721  15.6396
H  9.7339  15.4432  17.0560
H  8.3557  17.4212  17.1648
H  9.0633  18.7388  16.2188
C  12.8605  15.3377  13.5143
O  12.5763  15.8462  12.5000
N  13.7170  15.9529  14.4271
N  12.3408  14.1233  13.7918
H  13.6557  16.9657  14.4755
H  14.0205  15.5526  15.3030
H  12.6557  13.5378  14.5546
H  11.9521  13.6419  13.0145
C  11.6628  10.5085  12.2979
O  10.8463  10.9715  11.6125
N  11.2569  9.8172  13.3905
N  12.9213  10.5158  11.9558
H  12.0300  9.7290  14.0710
H  10.4297  10.2349  13.7703
H  13.0301  11.0664  11.0988
H  13.6924  10.1076  12.4289
C  15.8903  12.5611  13.2528
O  15.8472  12.4007  12.0770
N  16.5035  13.6508  13.7133
N  15.4841  11.6395  14.1134
H  16.5378  14.3937  13.0585
H  16.2797  14.0273  14.6257
H  15.3388  11.8014  15.0996
H  14.9947  10.8469  13.7645
C  16.0160  16.2987  10.0473
O  14.9438  16.5195  9.5322
N  16.3239  15.1144  10.5799
N  16.9708  17.2883  10.0779
H  17.3070  14.8320  10.4811
H  15.6846  14.3842  10.3035
H  16.6370  18.1678  9.7475
H  17.5446  17.3985  10.8801

These are the Mulliken partial charges, in e, on atoms 1 to 5: P 1.254; F -0.329; F -0.038; F -0.353; F -0.435

---

Entry 4:
Density functional theory data (ωB97M-V with the def2-TZVPD basis set) for a molecular structure, C4H6O2.

Values from the calculation:
**Total charge**: 0
**E_LUMO**: 0.92 eV
**DFT total energy**: -8338.2746 eV
**ΔE to the lowest compared entry with this formula, charge and spin**: 50.4 kcal/mol
**Frontier orbital gap**: 9.1 eV
**F_max**: 4.779 eV Å⁻¹
**Spin multiplicity**: 1

Geometry (Å):
C  -1.1648  -1.4025  0.5176
C  -0.9456  0.0525  0.2196
O  -0.2490  0.3375  -0.9627
H  -1.7998  0.7188  0.3814
H  -1.6275  -1.5216  1.5018
H  -1.8437  -1.8320  -0.2280
H  -0.2320  -1.9719  0.5123
C  1.9260  1.3083  -0.7334
C  0.8086  0.7420  -0.2746
O  0.3548  0.5153  0.9035
H  2.6792  1.6556  -0.0390
H  2.0937  1.3980  -1.7985

These are the Mulliken partial charges, in e, on atoms 1 to 5: C -1.127; C 0.502; O -0.407; H 0.311; H 0.313